<one>
Density functional theory data (ωB97M-V with the def2-TZVPD basis set) for an isolated molecule of C3H2Cl3N.

Each atom is followed by the atoms it is bonded to, with distances in Å.
Cartesian coordinates (Å):
1 C -0.16988 -0.77591 1.43300  C2 1.409, N4 1.149
2 C 0.41242 0.21612 0.61881  C1 1.409, C3 1.683, H8 1.043, H9 1.107
3 C -0.24176 0.18605 -0.93124  C2 1.683, Cl5 1.785, Cl6 1.768, Cl7 1.726
4 N -0.51347 -1.65830 2.08346  C1 1.149
5 Cl 0.45210 1.62206 -1.73264  C3 1.785
6 Cl -2.00707 0.19006 -0.83537  C3 1.768
7 Cl 0.23164 -1.17218 -1.88591  C3 1.726
8 H 1.43745 0.07870 0.48218  C2 1.043
9 H 0.39855 1.31341 0.76770  C2 1.107

Calculated values
2S+1: 1
SMILES string: N#CCC(Cl)(Cl)Cl
LUMO (eV): 0.40
HOMO (eV): -11.380

---

<two>
Density functional theory data (ωB97M-V with the def2-TZVPD basis set) for an isolated molecule of C3H2Cl3N.

Each atom is followed by the atoms it is bonded to, with distances in Å.
Cartesian coordinates (Å):
1 C 0.43404 0.87472 1.26561  C2 1.417, N4 1.142
2 C 0.73812 -0.03212 0.22044  C1 1.417, C3 1.848, Cl5 1.805, H8 1.166
3 C -0.76144 -0.43524 -0.78077  C2 1.848, Cl6 1.758, Cl7 1.773, H9 1.120
4 N 0.38854 1.75566 1.99144  C1 1.142
5 Cl 2.16664 0.40820 -0.79051  C2 1.805
6 Cl -1.45404 0.99561 -1.53091  C3 1.758
7 Cl -1.94027 -1.17890 0.31457  C3 1.773
8 H 1.01636 -1.04616 0.72496  C2 1.166
9 H -0.58795 -1.34178 -1.41484  C3 1.120

Calculated values
2S+1: 1
SMILES string: N#C[C@H](Cl)C(Cl)Cl
LUMO (eV): 0.36
HOMO (eV): -11.026

---

Pick the least stable structure from those above. Pick: <two>